Record 1
{"formula": "C10H26N4O10V", "method": "the ωB97M-V functional and the def2-TZVPD basis", "relative_energy_ev": 0.013, "orbital_gap_ev": [5.162, 7.538], "spin_multiplicity": 3, "lumo_energy_ha": [0.0886, 0.0884], "total_charge": -1, "species": ["V", "O", "O", "O", "O", "O", "O", "O", "O", "O", "O", "N", "N", "N", "N", "C", "C", "C", "C", "C", "C", "C", "C", "C", "C", "H", "H", "H", "H", "H", "H", "H", "H", "H", "H", "H", "H", "H", "H", "H", "H", "H", "H", "H", "H", "H", "H", "H", "H", "H", "H"], "xyz": [[-27.592, -3.798, -21.420], [-25.807, -4.384, -19.733], [-30.559, -4.123, -18.293], [-28.853, -5.100, -17.423], [-29.625, -2.349, -21.242], [-27.123, -2.428, -21.019], [-25.078, -2.881, -24.851], [-30.636, -6.289, -24.575], [-28.637, -4.244, -19.270], [-26.087, -3.840, -23.260], [-26.878, -2.070, -24.010], [-27.078, -6.238, -21.587], [-29.413, -4.495, -18.353], [-29.196, -4.721, -22.648], [-25.982, -2.929, -24.054], [-29.844, -0.873, -21.126], [-29.401, -4.238, -24.053], [-30.886, -3.064, -21.451], [-24.897, -3.624, -18.906], [-25.248, -5.591, -20.149], [-25.773, -8.020, -20.646], [-26.346, -6.620, -20.391], [-30.537, -4.920, -24.862], [-31.648, -6.979, -25.299], [-30.377, -4.570, -21.720], [-32.652, -6.710, -24.971], [-28.831, -0.472, -21.096], [-24.770, -6.034, -19.276], [-28.448, -4.388, -24.560], [-30.297, -0.507, -22.047], [-24.853, -8.010, -21.230], [-31.454, -2.683, -22.299], [-29.262, -5.719, -22.788], [-31.636, -2.922, -20.673], [-24.216, -4.261, -18.342], [-24.378, -2.857, -19.480], [-31.237, -5.005, -22.230], [-25.429, -2.958, -18.227], [-25.450, -8.507, -19.726], [-26.506, -8.681, -21.108], [-30.158, -4.794, -25.876], [-31.484, -4.429, -24.638], [-31.551, -8.061, -25.212], [-30.353, -0.510, -20.233], [-31.688, -6.784, -26.371], [-26.597, -6.777, -22.293], [-27.052, -6.647, -19.561], [-29.660, -3.183, -24.137], [-30.333, -5.152, -20.799], [-24.595, -5.587, -21.022], [-27.915, -6.805, -21.585]]}

---

Record 2
{"formula": "C10H26NO2PS", "method": "the ωB97M-V functional and the def2-TZVPD basis", "orbital_gap_ev": 5.298, "lumo_energy_ha": -0.0189, "species": ["S", "P", "O", "O", "N", "C", "C", "C", "C", "C", "C", "C", "C", "C", "C", "H", "H", "H", "H", "H", "H", "H", "H", "H", "H", "H", "H", "H", "H", "H", "H", "H", "H", "H", "H", "H", "H", "H", "H", "H", "H"], "xyz": [[-0.790, -1.742, -2.377], [-1.255, -5.148, -1.666], [-2.760, -4.679, -2.450], [-1.250, -3.676, -0.676], [0.750, 1.645, 0.809], [-2.013, -2.665, -1.305], [1.134, 2.792, 1.720], [3.644, 2.860, 2.228], [-1.203, 1.949, -0.632], [1.847, 0.640, 0.653], [2.487, 3.430, 1.405], [-3.183, -3.370, -2.071], [-1.659, 1.664, 0.790], [0.301, 2.170, -0.556], [-0.475, 0.940, 1.388], [4.551, 3.439, 2.049], [-0.447, -0.098, 1.052], [-2.560, 1.053, 0.821], [-0.433, 0.972, 2.474], [2.137, 0.292, 1.642], [-1.867, 2.591, 1.330], [0.572, 3.221, -0.634], [2.412, 4.491, 1.653], [-3.377, -2.862, -3.030], [0.341, 3.531, 1.610], [-1.412, 1.094, -1.271], [2.719, 3.382, 0.339], [1.109, 2.416, 2.742], [0.337, -2.490, -2.195], [2.681, 1.102, 0.132], [3.868, 1.825, 1.978], [0.825, 1.609, -1.327], [-0.608, -4.538, -2.805], [3.423, 2.913, 3.295], [0.040, -5.611, -1.170], [-1.322, -6.361, -2.478], [-1.722, 2.807, -1.057], [-4.081, -3.571, -1.472], [-2.346, -2.031, -0.468], [1.468, -0.189, 0.057], [-1.882, -5.795, -0.533]]}

---

Record 3
{"formula": "C10H26NSi", "method": "the ωB97M-V functional and the def2-TZVPD basis", "relative_energy_ev": 0.801, "orbital_gap_ev": 4.970, "lumo_energy_ha": -0.1900, "total_charge": 1, "species": ["Si", "N", "C", "C", "C", "C", "C", "C", "C", "C", "C", "C", "H", "H", "H", "H", "H", "H", "H", "H", "H", "H", "H", "H", "H", "H", "H", "H", "H", "H", "H", "H", "H", "H", "H", "H", "H", "H"], "xyz": [[2.576, 0.243, 0.296], [-3.643, -0.008, 0.642], [-4.533, -0.966, 1.179], [1.610, -2.076, -1.283], [1.528, 2.653, 1.360], [1.173, 1.229, 0.960], [2.090, -1.694, 0.194], [4.383, 0.816, -0.020], [-2.784, -1.183, -1.423], [-2.489, -0.529, -0.074], [5.434, -0.302, 0.045], [-4.359, 1.208, 0.038], [5.368, -1.087, -0.724], [2.320, -2.351, -2.103], [-4.766, -0.658, 2.142], [-5.505, -0.844, 0.696], [6.377, 0.318, -0.078], [2.452, 3.105, 0.961], [-1.859, 0.324, -0.231], [-3.631, 2.179, 0.096], [1.069, -3.028, -1.165], [-3.216, -0.527, -2.244], [1.750, 2.875, 2.462], [0.748, -1.517, -1.564], [-1.879, -1.302, 0.514], [-3.692, -1.833, -1.269], [-1.912, -1.818, -1.782], [-4.092, -1.935, 1.186], [4.564, 1.518, 0.802], [-4.474, 1.094, -1.084], [0.852, 0.628, 1.826], [4.406, 1.322, -1.004], [0.727, 3.386, 1.085], [3.102, -2.258, 0.162], [5.602, -0.862, 1.054], [-5.286, 1.265, 0.636], [0.292, 1.248, 0.275], [1.270, -1.884, 0.908]]}

---

Record 4
{"formula": "C10H26O5Si2", "method": "the ωB97M-V functional and the def2-TZVPD basis", "relative_energy_ev": 0.000, "orbital_gap_ev": 10.920, "smiles": "CCO[Si](C)(OCC)O[Si](C)(OCC)OCC", "lumo_energy_ha": 0.0311, "species": ["Si", "Si", "O", "O", "O", "O", "O", "C", "C", "C", "C", "C", "C", "C", "C", "C", "C", "H", "H", "H", "H", "H", "H", "H", "H", "H", "H", "H", "H", "H", "H", "H", "H", "H", "H", "H", "H", "H", "H", "H", "H", "H", "H"], "xyz": [[-1.188, -0.563, -1.436], [0.744, -0.969, 0.823], [0.055, -1.058, -2.418], [0.438, -0.930, 2.463], [-1.784, 0.924, -1.871], [1.964, 0.123, 0.525], [-0.773, -0.673, 0.155], [-1.863, 1.913, -0.890], [2.262, -0.837, -3.386], [2.934, 0.989, 2.619], [-2.576, -1.754, -1.803], [-0.943, -1.036, 2.805], [1.106, -2.732, 0.440], [-1.993, 3.320, -1.467], [-1.598, 0.319, 3.068], [1.170, -0.219, -2.525], [1.965, 1.250, 1.434], [-0.904, 1.016, 3.533], [2.575, -1.838, -3.112], [3.126, -0.201, -3.406], [2.292, 2.059, 0.816], [-1.005, 1.820, -0.228], [-1.415, -1.601, 1.987], [1.273, -2.854, -0.642], [3.917, 0.717, 2.290], [-2.922, 3.490, -2.003], [-1.981, 4.016, -0.631], [2.972, 1.880, 3.278], [-2.799, -1.975, -2.839], [0.285, -3.383, 0.759], [-2.715, 1.664, -0.265], [-3.482, -1.390, -1.341], [-1.994, 0.739, 2.150], [2.552, 0.175, 3.218], [0.952, 1.406, 1.813], [-2.446, 0.170, 3.729], [-1.207, 3.612, -2.176], [1.891, -0.879, -4.437], [-2.293, -2.659, -1.288], [1.508, -0.046, -1.498], [0.845, 0.757, -2.925], [-0.897, -1.690, 3.690], [1.951, -3.072, 0.993]]}

---

Record 5
{"formula": "C10H27AsNReS5Si4Te", "method": "the ωB97M-V functional and the def2-TZVPD basis", "relative_energy_ev": 0.691, "orbital_gap_ev": [5.723, 5.732], "lumo_energy_ha": [-0.2862, -0.2861], "total_charge": 2, "species": ["Re", "Te", "As", "S", "S", "S", "S", "S", "Si", "Si", "Si", "Si", "N", "C", "C", "C", "C", "C", "C", "C", "C", "C", "C", "H", "H", "H", "H", "H", "H", "H", "H", "H", "H", "H", "H", "H", "H", "H", "H", "H", "H", "H", "H", "H", "H", "H", "H", "H", "H", "H"], "xyz": [[3.628, 0.454, 1.026], [1.358, -1.147, 0.983], [6.835, -0.269, 1.358], [5.450, 1.685, 1.783], [4.899, -0.859, 0.007], [8.775, -0.585, 1.513], [4.887, 0.140, 3.023], [3.082, 4.216, -1.545], [-0.454, -0.380, -0.628], [-1.575, -2.285, -1.606], [-0.393, -0.343, 2.773], [-0.696, 1.847, -1.507], [2.897, 1.884, -0.075], [-0.302, 3.139, -0.219], [0.162, 1.254, 3.516], [-1.927, -0.165, 1.702], [2.979, 2.899, -0.715], [-0.508, -1.738, 3.975], [-3.409, -1.984, -1.471], [-2.501, 1.818, -1.970], [-0.938, -2.163, -3.353], [-1.041, -3.835, -0.713], [0.428, 1.777, -2.991], [-1.835, 0.674, 0.982], [-1.219, 3.631, 0.110], [-1.327, -3.005, -3.932], [-2.171, -1.102, 1.192], [-1.266, -1.247, -3.849], [1.456, 1.526, -2.729], [-3.776, -2.142, -0.455], [0.455, -1.937, 4.448], [0.204, 2.725, 0.653], [0.151, -2.213, -3.403], [-3.921, -2.709, -2.111], [0.069, 1.054, -3.726], [0.188, 2.083, 2.811], [-0.532, -3.647, 0.234], [-0.361, -4.420, -1.334], [-3.711, -0.989, -1.800], [0.444, 2.758, -3.473], [-2.785, 2.806, -2.342], [-2.811, 0.102, 2.289], [-1.209, -1.462, 4.769], [-2.717, 1.099, -2.762], [-0.865, -2.660, 3.515], [-0.544, 1.512, 4.312], [-3.146, 1.604, -1.115], [-1.913, -4.456, -0.499], [0.359, 3.898, -0.634], [1.146, 1.155, 3.979]]}

---

Record 6
{"formula": "C10H27BrNO4", "method": "the ωB97M-V functional and the def2-TZVPD basis", "relative_energy_ev": 1.887, "orbital_gap_ev": 6.419, "lumo_energy_ha": 0.0957, "total_charge": -1, "species": ["Br", "O", "O", "O", "O", "N", "C", "C", "C", "C", "C", "C", "C", "C", "C", "C", "H", "H", "H", "H", "H", "H", "H", "H", "H", "H", "H", "H", "H", "H", "H", "H", "H", "H", "H", "H", "H", "H", "H", "H", "H", "H", "H"], "xyz": [[-0.339, 1.752, 0.591], [4.724, 6.034, -1.975], [-5.007, 1.372, 4.815], [0.217, -1.463, -5.924], [0.676, -4.094, 2.030], [0.707, -2.458, 7.976], [-5.750, 0.180, 5.003], [-0.962, -5.521, 0.883], [0.540, -0.722, -7.006], [-0.430, -4.962, 2.240], [4.554, 5.902, -3.408], [1.761, -0.497, 6.647], [-6.825, 0.022, 3.968], [1.153, -1.617, 7.355], [5.542, 6.921, -3.892], [0.974, -1.659, -8.123], [-1.238, -4.412, 2.722], [-1.372, -4.655, 0.365], [-0.206, -6.028, 0.284], [-7.107, -1.030, 3.933], [-7.805, 0.444, 4.187], [1.095, -1.115, -9.060], [1.948, -2.083, -7.878], [-0.381, -0.175, -7.207], [3.548, 6.001, -3.816], [-6.419, 0.301, 2.996], [1.307, 0.030, -6.819], [3.962, 5.588, -1.600], [-6.202, 0.158, 5.995], [0.161, -0.938, -5.122], [-1.868, -6.118, 0.990], [0.368, -2.534, -8.358], [2.067, 0.261, 7.369], [-4.521, 1.345, 3.987], [1.025, -0.050, 5.980], [-0.120, -5.745, 2.932], [5.406, 6.921, -4.974], [-5.016, -0.625, 4.977], [6.565, 6.679, -3.605], [4.833, 4.857, -3.551], [2.640, -0.873, 6.124], [5.334, 7.929, -3.531], [0.463, -3.323, 1.499]]}

---

| no. | maximum force (hartree/bohr) |
| --- | --- |
| 1 | 0.113 |
| 2 | 0.057 |
| 3 | 0.072 |
| 4 | 0.045 |
| 5 | 0.018 |
| 6 | 0.065 |